Model a:
A cluster of 2 separate species, C10H14N3S in total, computed with the ωB97M-V functional and the def2-TZVPD basis.

Properties
HOMO level in eV: -10.8
Net charge: +1
LUMO energy in eV: -4.60

Bonds (Å) are listed after each position.
Geometry (Å):
1 C 1.943 -2.133 0.539  C2 1.333, N12 1.340, H15 1.121
2 C 1.696 -0.886 0.940  C1 1.333, N13 1.346, H16 1.068
3 C 3.497 -0.833 -0.282  N12 1.316, N13 1.375, H17 1.068
4 C -0.376 0.727 -0.856  C5 1.357, C9 1.492, H18 1.051
5 C -1.286 1.182 0.044  C4 1.357, N11 1.330, H19 0.991
6 C -3.281 -0.042 0.505  C8 1.488, N11 1.260, H20 1.143
7 C 3.012 1.223 0.866  N13 1.393, S14 1.714
8 C -3.884 -1.115 1.341  C6 1.488, H21 1.018, H22 0.997, H23 1.015
9 C 0.660 1.728 -1.244  C4 1.492, C10 1.352, H24 1.104
10 C 1.696 1.436 -2.062  C9 1.352, H26 1.023, H27 1.042
11 N -2.117 0.391 0.716  C5 1.330, C6 1.260
12 N 3.008 -2.055 -0.271  C1 1.340, C3 1.316, H28 1.024
13 N 2.634 -0.053 0.451  C2 1.346, C3 1.375, C7 1.393
14 S 1.844 2.013 1.840  C7 1.714, H25 1.335
15 H 1.440 -3.116 0.731  C1 1.121
16 H 0.881 -0.715 1.608  C2 1.068
17 H 4.415 -0.399 -0.611  C3 1.068
18 H -0.321 -0.260 -1.212  C4 1.051
19 H -1.213 2.161 0.178  C5 0.991
20 H -4.014 0.109 -0.360  C6 1.143
21 H -4.229 -1.904 0.800  C8 1.018
22 H -4.760 -0.849 1.734  C8 0.997
23 H -3.265 -1.388 2.098  C8 1.015
24 H 0.697 2.789 -0.940  C9 1.104
25 H 2.725 2.846 2.399  S14 1.335
26 H 1.903 0.621 -2.645  C10 1.023
27 H 2.495 2.089 -2.207  C10 1.042
28 H 3.411 -2.875 -0.732  N12 1.024

Here are the natural (NBO) charges for atoms 1 to 8, given in e: atom 1 (C): -0.05, atom 2 (C): -0.03, atom 3 (C): 0.30, atom 4 (C): -0.33, atom 5 (C): 0.04, atom 6 (C): 0.22, atom 7 (C): -0.02, atom 8 (C): -0.67



Model b:
The ion C10H14N3S with charge +1, computed with the ωB97M-V functional and the def2-TZVPD basis.

Properties
HOMO level in eV: -11.3
Net charge: +1
LUMO energy in eV: -3.84

Bonds (Å) are listed after each position.
Geometry (Å):
1 C -4.117 -0.170 1.208  C2 1.388, C3 1.377, H15 1.116
2 C -4.072 -0.844 -0.004  C1 1.388, C4 1.347, H16 1.034
3 C -3.120 0.740 1.480  C1 1.377, C5 1.375, H17 1.121
4 C -3.072 -0.539 -0.853  C2 1.347, C6 1.414, H18 1.030
5 C -2.099 1.057 0.615  C3 1.375, C6 1.393, H19 1.125
6 C -2.044 0.401 -0.613  C4 1.414, C5 1.393, C8 1.496
7 C 0.800 1.926 -0.522  N11 1.256, N12 1.381, S14 1.959
8 C -0.872 0.517 -1.534  C6 1.496, N11 1.242, H20 1.108
9 C 1.893 -0.311 1.424  N13 1.491, S14 1.642, H21 1.101
10 C 2.812 -1.712 -0.520  N13 1.512, H22 1.141, H23 1.076, H24 0.994
11 N 0.122 1.231 -1.319  C7 1.256, C8 1.242
12 N 1.134 3.259 -0.654  C7 1.381, H25 1.061, H26 1.005
13 N 3.076 -0.821 0.673  C9 1.491, C10 1.512, H27 1.102, H28 1.023
14 S 1.654 1.285 1.120  C7 1.959, C9 1.642
15 H -4.904 -0.349 1.979  C1 1.116
16 H -4.698 -1.555 -0.417  C2 1.034
17 H -3.162 1.351 2.419  C3 1.121
18 H -3.024 -1.020 -1.763  C4 1.030
19 H -1.242 1.769 0.773  C5 1.125
20 H -0.756 -0.124 -2.429  C8 1.108
21 H 1.137 -1.111 1.453  C9 1.101
22 H 3.752 -2.274 -0.838  C10 1.141
23 H 2.162 -2.383 0.015  C10 1.076
24 H 2.298 -1.379 -1.303  C10 0.994
25 H 0.970 3.834 -1.530  N12 1.061
26 H 2.011 3.505 -0.231  N12 1.005
27 H 3.470 0.134 0.290  N13 1.102
28 H 3.869 -1.213 1.187  N13 1.023

Here are the natural (NBO) charges for atoms 1 to 8, given in e: atom 1 (C): -0.14, atom 2 (C): -0.22, atom 3 (C): -0.22, atom 4 (C): -0.14, atom 5 (C): -0.15, atom 6 (C): -0.16, atom 7 (C): 0.36, atom 8 (C): 0.22



Which structure is the most stable? The one labeled model b.



Model a:
A cluster of 2 separate species, C5H10O4 in total, computed with the ωB97M-V functional and the def2-TZVPD basis.

Properties
HOMO level (spin up / spin down) in eV: -7.3 / -6.9
LUMO energy (spin up / spin down) in eV: 0.60 / 0.55

Bonds (Å) are listed after each position.
Geometry (Å):
1 C 1.403 0.113 1.204  C2 1.508, C3 1.529, H10 1.087, H11 1.132
2 C 2.050 -0.874 0.265  C1 1.508, C3 1.507, H12 1.051, H13 1.196
3 C 1.097 0.151 -0.294  C1 1.529, C2 1.507, O6 1.367
4 C -1.920 0.768 -0.383  C5 1.470, O7 1.416, H14 1.179, H15 1.110
5 C -1.359 -0.588 -0.308  C4 1.470, O8 1.314, O9 1.417
6 O 1.502 1.216 -1.051  C3 1.367, H16 0.964
7 O -1.469 1.709 0.574  C4 1.416, H17 0.963
8 O -1.503 -1.294 -1.407  C5 1.314, H18 0.953
9 O -1.427 -1.321 0.903  C5 1.417, H19 0.991
10 H 0.481 -0.032 1.761  C1 1.087
11 H 2.004 1.031 1.479  C1 1.132
12 H 3.067 -0.775 0.016  C2 1.051
13 H 1.665 -2.005 0.226  C2 1.196
14 H -3.097 0.833 -0.385  C4 1.179
15 H -1.571 1.126 -1.374  C4 1.110
16 H 2.172 0.926 -1.681  O6 0.964
17 H -0.541 1.829 0.349  O7 0.963
18 H -1.327 -2.231 -1.425  O8 0.953
19 H -1.226 -0.581 1.531  O9 0.991

Here are the natural (NBO) charges for atoms 1 to 8, given in e: atom 1 (C): -0.49, atom 2 (C): -0.48, atom 3 (C): 0.12, atom 4 (C): -0.18, atom 5 (C): 0.63, atom 6 (O): -0.73, atom 7 (O): -0.71, atom 8 (O): -0.68



Model b:
A cluster of 2 separate species, C5H10O4 in total, computed with the ωB97M-V functional and the def2-TZVPD basis.

Properties
HOMO level in eV: -8.9
SMILES: CC(C)=CO.O=C(O)O
LUMO energy in eV: 0.29

Bonds (Å) are listed after each position.
Geometry (Å):
1 C -0.547 0.021 0.903  C4 1.321, O6 1.394, H10 1.084
2 C 1.112 1.620 1.530  C4 1.485, H11 1.040, H12 1.129, H13 1.134
3 C 1.781 -0.792 0.845  C4 1.493, H14 1.066, H15 1.118, H16 1.131
4 C 0.740 0.251 1.092  C1 1.321, C2 1.485, C3 1.493
5 C -1.522 -0.486 -2.625  O7 1.301, O8 1.191, O9 1.303
6 O -0.914 -1.271 0.533  C1 1.394, H18 1.009
7 O -0.633 -1.287 -2.114  C5 1.301, H17 0.976
8 O -1.684 -0.388 -3.800  C5 1.191
9 O -2.039 0.200 -1.646  C5 1.303, H19 1.000
10 H -1.351 0.722 0.711  C1 1.084
11 H 0.270 2.085 1.926  C2 1.040
12 H 1.942 1.762 2.283  C2 1.129
13 H 1.561 2.180 0.652  C2 1.134
14 H 2.063 -1.373 1.692  C3 1.066
15 H 2.735 -0.307 0.522  C3 1.118
16 H 1.384 -1.485 0.045  C3 1.131
17 H -0.368 -1.079 -1.199  O7 0.976
18 H -1.920 -1.347 0.565  O6 1.009
19 H -2.611 0.974 -1.916  O9 1.000

Here are the natural (NBO) charges for atoms 1 to 8, given in e: atom 1 (C): 0.08, atom 2 (C): -0.62, atom 3 (C): -0.64, atom 4 (C): -0.07, atom 5 (C): 0.98, atom 6 (O): -0.73, atom 7 (O): -0.69, atom 8 (O): -0.61



Which structure is the most stable? The one labeled model b.



Model a:
A cluster of 2 separate species, C4H11S in total, computed with the ωB97M-V functional and the def2-TZVPD basis.

Properties
HOMO level in eV: -2.2
Net charge: -1
LUMO energy in eV: 3.58

Bonds (Å) are listed after each position.
Geometry (Å):
1 C 1.605 2.916 1.092  C2 1.631, H3 1.084, H4 1.083, H5 1.103
2 C 1.007 1.652 1.931  C1 1.631, H6 1.121, H7 1.155, H8 1.124
3 H 0.804 3.635 0.967  C1 1.084
4 H 2.333 3.269 1.811  C1 1.083
5 H 2.151 2.646 0.172  C1 1.103
6 H 0.262 1.211 1.219  C2 1.121
7 H 0.659 2.060 2.954  C2 1.155
8 H 1.844 0.942 2.174  C2 1.124
9 C -1.569 -3.035 -1.651  C10 1.521, H12 1.133, H13 1.184, H14 1.072
10 C -0.992 -1.670 -1.309  C9 1.521, S11 1.856, H15 1.165, H16 1.107
11 S -2.113 -0.354 -1.986  C10 1.856
12 H -0.850 -3.876 -1.408  C9 1.133
13 H -2.661 -3.370 -1.337  C9 1.184
14 H -1.763 -2.863 -2.691  C9 1.072
15 H -0.703 -1.750 -0.183  C10 1.165
16 H -0.012 -1.410 -1.753  C10 1.107

Here are the natural (NBO) charges for atoms 1 to 8, given in e: atom 1 (C): -0.61, atom 2 (C): -0.61, atom 3 (H): 0.20, atom 4 (H): 0.18, atom 5 (H): 0.21, atom 6 (H): 0.24, atom 7 (H): 0.19, atom 8 (H): 0.19



Model b:
A cluster of 2 separate species, C4H11S in total, computed with the ωB97M-V functional and the def2-TZVPD basis.

Properties
HOMO level in eV: -2.2
Net charge: -1
LUMO energy in eV: 4.20

Bonds (Å) are listed after each position.
Geometry (Å):
1 C 1.289 -2.407 -1.587  H2 1.089, H3 1.093, H4 1.089, H5 1.097
2 H 1.481 -2.327 -2.656  C1 1.089
3 H 2.224 -2.516 -1.031  C1 1.093
4 H 0.670 -3.280 -1.387  C1 1.089
5 H 0.757 -1.499 -1.275  C1 1.097
6 C 0.191 2.112 0.515  C7 1.521, H10 1.093, H11 1.100, H12 1.088
7 C -0.877 1.321 1.253  C6 1.521, C8 1.555, H13 1.099, H14 1.093
8 C -1.088 -0.106 0.673  C7 1.555, S9 1.817, H15 1.094, H16 1.100
9 S -1.464 -0.146 -1.104  C8 1.817
10 H 1.211 1.862 0.819  C6 1.093
11 H 0.058 3.183 0.731  C6 1.100
12 H 0.096 2.008 -0.563  C6 1.088
13 H -0.605 1.247 2.316  C7 1.099
14 H -1.851 1.814 1.203  C7 1.093
15 H -1.913 -0.579 1.214  C8 1.094
16 H -0.177 -0.686 0.879  C8 1.100

Here are the natural (NBO) charges for atoms 1 to 8, given in e: atom 1 (C): -0.87, atom 2 (H): 0.20, atom 3 (H): 0.18, atom 4 (H): 0.20, atom 5 (H): 0.27, atom 6 (C): -0.62, atom 7 (C): -0.41, atom 8 (C): -0.52



Which structure is the most stable? The one labeled model b.